Record 1
C30H51IN5O7P | ωB97M-V with the def2-TZVPD basis set

```
95
Properties=species:S:1:pos:R:3:forces:R:3
C 6.9012 -3.4765 1.6465 0.01 -0.07 -0.02
C 6.3563 -2.6124 1.0109 -0.59 0.47 -0.31
C 5.5320 -1.5928 0.2532 0.79 -1.01 1.36
C 4.5197 -2.3171 -0.6702 0.42 0.31 -1.44
C 5.1430 -2.4313 -2.1160 0.84 0.04 -0.29
C 6.0869 -3.4532 -2.3437 0.78 -1.02 0.58
C 6.7061 -3.7149 -3.5851 -1.68 1.96 -0.37
C 6.2832 -2.8275 -4.6283 0.46 -1.03 1.57
C 5.3677 -1.8275 -4.2671 0.22 0.57 -2.05
N 4.7948 -1.5925 -3.0927 0.42 -0.55 0.52
O 4.2192 -3.7090 -0.4118 -1.47 0.86 -0.69
C 3.0987 -3.9077 -1.2702 0.91 -0.13 0.55
O 2.7949 -5.0094 -1.5716 -0.61 0.36 -0.32
O 2.5226 -2.7093 -1.6799 0.98 -1.32 0.44
C 3.0978 -1.7554 -0.7373 -0.44 1.21 0.70
C 3.0250 -0.1869 -1.0949 0.21 -1.54 -1.07
I 2.3665 1.0629 0.5954 0.84 0.82 -0.71
C 2.0793 0.1085 -2.2918 0.32 1.50 0.50
C 2.2986 1.6062 -2.7400 -0.87 -0.05 -0.26
P 1.9442 -1.9154 0.7575 -1.22 -0.17 2.01
C 2.7287 -2.7656 2.2204 0.37 -0.22 0.63
C 3.5967 -1.8070 3.1327 -0.58 -0.62 0.07
C 0.4287 -2.9330 0.3723 0.39 -1.11 -1.27
C -0.4606 -2.3233 -0.7569 -0.22 -0.36 0.11
H 7.3605 -4.2749 2.2117 -0.20 0.54 -0.35
H 5.0546 -0.9362 1.0092 -0.05 -0.42 -0.44
H 6.2314 -0.9431 -0.3101 -0.59 -0.44 -0.01
H 6.3599 -4.0951 -1.4908 -0.25 0.36 -0.45
H 7.4147 -4.5318 -3.7478 -0.30 0.38 0.20
H 6.6783 -2.9373 -5.6473 -0.38 0.28 0.51
H 5.0816 -1.1332 -5.0797 0.03 -0.32 0.55
H 4.0670 0.1194 -1.3131 -0.75 0.13 0.07
H 1.0426 0.0513 -1.9026 0.52 -0.40 -0.48
H 2.2445 -0.5471 -3.1631 -0.02 -0.05 0.73
H 1.3616 2.1715 -2.5627 0.63 -0.18 0.02
H 3.0843 2.1116 -2.1480 -0.27 -0.30 -0.47
H 2.4876 1.6909 -3.8306 0.21 -0.16 0.65
H 3.3045 -3.6818 1.9881 -0.27 0.43 -0.02
H 1.8840 -3.0947 2.8664 0.22 0.18 -0.75
H 3.4028 -0.7464 2.8970 0.40 -0.45 0.00
H 4.6575 -2.1037 3.0680 -0.39 0.53 -0.03
H 3.2817 -1.9460 4.1896 0.27 0.05 -0.59
H -0.1842 -3.0465 1.2890 0.60 0.34 -0.27
H 0.6895 -3.9696 0.0510 -0.15 0.53 0.27
H -1.1208 -3.1450 -1.1092 0.23 0.62 0.15
H 0.1059 -1.9706 -1.6356 -0.10 -0.21 0.50
H -1.1121 -1.5107 -0.3897 0.41 -0.35 -0.10
C 0.3517 6.3814 -0.5469 -0.04 0.03 0.04
C 1.1465 5.2540 -1.1587 0.04 -0.35 -0.04
O 0.8277 4.0855 -1.0199 -0.15 0.12 0.07
N 2.2514 5.5787 -1.8844 -0.24 0.18 0.16
C 2.7891 6.8965 -2.1613 0.23 -0.48 -0.18
H -0.4932 5.9666 -0.0029 0.08 -0.12 -0.06
H 0.9716 6.9456 0.1519 -0.05 0.13 -0.09
H -0.0285 7.0429 -1.3272 0.07 0.11 0.08
H 2.7323 4.7766 -2.2623 -0.01 0.02 0.02
H 2.8156 7.0454 -3.2426 0.04 0.23 0.04
H 3.8085 6.9487 -1.7740 -0.01 0.24 -0.03
H 2.1931 7.6814 -1.7067 -0.03 -0.08 0.01
C -5.4317 -2.5209 -0.7963 0.00 -0.10 0.06
C -4.3272 -1.6059 -0.3265 0.36 0.26 -0.02
O -3.4742 -1.9737 0.4753 -0.21 -0.11 0.09
N -4.3007 -0.3445 -0.8198 -0.16 -0.47 0.10
C -5.2127 0.2715 -1.7666 0.22 0.29 0.17
H -5.3206 -3.4905 -0.3168 0.11 0.07 0.02
H -6.4056 -2.1087 -0.5252 -0.04 -0.01 -0.17
H -5.3729 -2.6597 -1.8765 -0.15 0.05 0.01
H -3.5377 0.2128 -0.4637 -0.10 0.13 -0.03
H -4.6436 0.5979 -2.6385 -0.18 0.03 -0.08
H -5.6658 1.1438 -1.2956 -0.03 0.02 -0.16
H -5.9928 -0.4148 -2.0833 0.10 -0.09 0.05
C -6.6564 -1.3091 5.1165 -0.03 0.05 0.05
C -6.3221 -0.6969 3.7795 0.07 0.20 -0.35
O -6.5653 0.4720 3.5120 -0.13 0.10 0.24
N -5.7288 -1.4816 2.8482 -0.24 -0.02 0.34
C -5.3473 -2.8760 2.9337 0.21 0.20 -0.32
H -7.1233 -0.5566 5.7469 0.03 0.05 -0.12
H -7.3554 -2.1370 4.9886 0.12 -0.09 0.07
H -5.7481 -1.6597 5.6089 -0.08 -0.14 0.00
H -5.5375 -0.9952 1.9852 0.13 -0.05 0.02
H -4.2726 -2.9446 2.7647 -0.04 -0.25 -0.02
H -5.8672 -3.4232 2.1454 0.10 -0.23 0.11
H -5.5909 -3.3185 3.8954 -0.10 0.16 0.02
C -4.5920 2.6732 2.2056 0.07 0.03 -0.09
C -4.4743 3.5060 0.9564 0.04 -0.07 -0.19
O -4.5625 3.0171 -0.1631 0.01 -0.03 0.04
N -4.2634 4.8410 1.1005 -0.05 -0.29 0.11
C -4.1317 5.6001 2.3285 0.03 0.22 -0.49
H -4.7594 1.6363 1.9310 -0.06 0.08 -0.03
H -3.6702 2.7337 2.7873 -0.09 0.05 0.11
H -5.4373 3.0099 2.8063 0.08 -0.09 0.12
H -4.1952 5.3339 0.2236 0.00 0.00 0.03
H -4.9101 6.3652 2.3541 0.05 0.03 0.23
H -3.1560 6.0902 2.3360 -0.03 0.04 0.23
H -4.2218 4.9686 3.2065 -0.01 -0.05 -0.09
```
Forces are in eV/Å.

Kohn-Sham gap, eV: 7.02
Maximum force, eV/Å: 2.61
Charge: 0
Highest occupied orbital energy, eV: -6.5

These are the Löwdin partial charges, in e, on atoms 1 to 4: atom 1 (C): 0.11, atom 2 (C): -0.12, atom 3 (C): -0.07, atom 4 (C): -0.34

---

Record 2
C30H51N4O15Y | ωB97M-V with the def2-TZVPD basis set

```
101
Properties=species:S:1:pos:R:3:forces:R:3
Y -11.6947 7.4051 -8.5290 -1.85 -5.57 2.43
C -13.4638 3.0319 -8.4147 0.16 0.71 -0.02
C -13.1649 4.4108 -7.8006 0.71 0.20 -0.12
O -12.7573 5.3647 -8.7630 1.49 3.00 -0.38
H -12.8425 2.7939 -9.2797 0.20 0.34 0.02
H -14.4907 3.0558 -8.7695 -0.13 -0.55 0.13
H -13.2430 2.2437 -7.6948 -0.51 -0.05 0.14
H -12.3675 4.3253 -7.0499 -0.01 -0.16 0.08
H -14.0419 4.7998 -7.2698 -0.12 -0.18 0.04
C -9.6111 3.3895 -3.6955 -0.30 0.19 2.67
O -9.8394 3.1468 -5.0318 0.44 0.29 -0.64
C -10.7522 2.1261 -5.4280 -0.43 0.82 -0.07
C -10.3060 0.6880 -5.2772 0.23 0.69 0.45
O -9.9320 0.3434 -3.9629 0.25 0.00 -0.09
C -10.9693 0.1900 -3.0261 0.27 -0.55 0.32
H -10.5181 3.5455 -3.0764 -0.34 -0.43 -0.52
H -9.1031 4.3355 -3.4617 0.31 -0.02 -1.04
H -9.0412 2.6293 -3.1492 -0.01 -0.20 -0.46
H -10.8592 2.3997 -6.4819 -0.30 -0.59 -0.17
H -11.7415 2.2758 -4.9713 0.12 0.16 0.25
H -9.3914 0.5958 -5.8634 -0.11 -0.52 -0.17
H -11.1405 0.0643 -5.6075 0.29 -0.21 -0.36
H -11.3040 1.1526 -2.6276 -0.25 -0.05 -0.07
H -10.5436 -0.4000 -2.2122 0.02 0.26 0.11
H -11.7915 -0.4357 -3.3956 -0.14 0.35 -0.30
C -14.9774 8.0476 -7.2258 -0.69 0.96 -0.21
O -13.7516 7.9438 -7.4147 1.45 0.27 -0.69
N -15.6098 9.1989 -7.0012 0.29 -1.77 -0.32
C -17.0582 9.1722 -6.9561 -1.36 0.74 -0.29
C -14.9539 10.4686 -7.1702 -0.12 1.15 0.28
H -15.6396 7.1813 -7.3019 0.16 -0.12 0.24
H -17.4528 9.8248 -6.1777 0.26 -0.02 0.12
H -17.5297 8.1995 -6.8267 0.67 -0.26 0.24
H -17.4839 9.5354 -7.8975 0.27 0.16 -0.01
H -15.5603 11.1014 -7.8225 0.14 -0.23 -0.28
H -14.8913 11.0561 -6.2503 0.01 -0.40 0.21
H -13.9472 10.3527 -7.5566 -0.09 -0.11 -0.11
C -16.1197 4.5232 -13.2193 -0.50 0.47 -0.31
O -17.2594 4.9392 -13.2879 0.16 -0.03 -0.04
N -15.5753 3.9832 -12.1172 0.11 -1.06 0.52
C -16.3310 3.9042 -10.8818 0.67 0.22 0.53
C -14.2008 3.4820 -12.0320 -0.93 1.23 -0.26
H -15.4167 4.6141 -14.0619 0.08 -0.17 -0.04
H -15.7449 4.4713 -10.1440 -0.35 0.31 0.10
H -16.3690 2.9090 -10.4302 -0.13 -0.28 -0.56
H -17.3315 4.3058 -10.9874 0.02 0.05 -0.17
H -14.1467 2.3946 -12.0452 0.01 -0.04 0.20
H -13.6521 3.9031 -12.8746 0.18 -0.19 0.02
H -13.8523 3.9426 -11.1053 0.67 -0.48 -0.02
C -11.7192 6.6107 -5.1700 0.75 1.52 0.47
O -11.3652 6.8182 -6.3534 -0.16 0.31 -0.95
N -11.0039 7.0469 -4.1515 -0.30 -0.45 -0.10
C -11.5217 6.8502 -2.8034 -0.58 -0.73 0.69
C -9.7163 7.7214 -4.1963 0.48 0.44 0.89
H -12.6754 6.2008 -4.8556 -0.03 -0.48 -0.55
H -10.7375 6.6031 -2.0896 0.24 0.33 -0.18
H -12.1721 5.9740 -2.7461 -0.01 0.02 -0.31
H -12.1128 7.6909 -2.4390 0.32 0.24 -0.11
H -9.8018 8.6017 -3.5546 -0.03 0.03 -0.06
H -8.9823 7.0865 -3.6972 0.05 -0.10 -0.18
H -9.2986 8.0721 -5.1347 -0.61 -0.44 -0.40
C -8.8511 5.4844 -7.8259 1.95 -0.02 -0.16
O -9.7124 6.2065 -8.3764 -1.22 0.83 -0.66
N -8.4510 4.2902 -8.2196 -1.90 1.08 0.18
C -7.4586 3.5635 -7.4575 0.30 -0.64 0.34
C -9.2523 3.6156 -9.2409 0.69 -1.57 -0.02
H -8.1781 5.9068 -7.0663 -0.49 0.01 0.20
H -7.9238 2.9116 -6.7138 -0.20 -0.13 -0.30
H -6.8173 4.2173 -6.8689 0.01 0.29 -0.36
H -6.8581 2.9820 -8.1544 0.09 0.00 0.12
H -10.1478 4.1657 -9.4945 0.13 0.22 -0.15
H -8.6134 3.3358 -10.0821 -0.12 0.66 -0.27
H -9.5476 2.6163 -8.9011 -0.17 0.25 0.49
C -14.5755 2.1273 -4.2917 0.07 1.06 -0.33
C -14.2513 3.2120 -3.5866 0.35 0.53 0.19
C -14.0332 3.1726 -2.1235 0.30 -2.18 1.83
O -13.6650 4.1041 -1.4384 -0.17 0.90 -0.94
C -14.1695 1.8374 -1.4963 0.15 -0.30 -0.58
C -14.3837 0.7270 -2.2270 -0.54 -0.55 0.24
C -14.6992 0.7960 -3.6907 -0.10 1.59 -0.61
O -15.0785 -0.1179 -4.3831 0.22 -0.97 0.75
O -14.4442 -0.4937 -1.6869 0.16 0.17 -0.28
O -13.9684 4.4038 -4.1548 -0.40 0.28 -0.83
H -14.7792 2.2875 -5.3437 0.07 -0.46 -0.09
H -13.9670 1.7183 -0.4414 -0.07 0.28 0.07
H -14.6251 -1.1333 -2.3991 -0.06 0.01 0.16
H -14.1293 5.1383 -3.5450 0.00 -0.42 0.47
C -15.0823 -0.8140 -9.2265 -0.28 0.16 0.18
C -14.6622 -0.9353 -7.9530 -0.36 0.01 0.45
C -13.2138 -0.8010 -7.5718 0.53 -0.14 -2.13
O -12.7646 -1.1346 -6.5047 -0.53 0.14 0.92
C -12.3381 -0.3639 -8.6714 0.43 0.64 0.19
C -12.7590 -0.2170 -9.9351 -0.22 0.23 -0.20
C -14.1940 -0.4345 -10.3078 -0.54 -0.91 0.77
O -14.5542 -0.3211 -11.4608 0.39 0.40 -0.25
O -12.0088 0.1827 -10.9564 0.44 0.12 0.14
O -15.5130 -1.2155 -6.9760 -0.17 -0.06 0.02
H -16.1286 -0.9555 -9.4622 0.01 -0.04 -0.02
H -11.3345 -0.0706 -8.3888 0.15 -0.35 -0.08
H -12.5654 0.1690 -11.7591 -0.12 -0.11 0.11
H -15.1053 -1.1349 -6.0953 0.14 -0.04 -0.16
```
Forces are in eV/Å.

Kohn-Sham gap, eV: 5.53
Maximum force, eV/Å: 6.36
Charge: +2
Highest occupied orbital energy, eV: -12.6

These are the Löwdin partial charges, in e, on atoms 1 to 4: atom 1 (Y): 1.87, atom 2 (C): -0.06, atom 3 (C): -0.38, atom 4 (O): -0.40

---

Record 3
C30H51NOP3Ti | ωB97M-V with the def2-TZVPD basis set

```
87
Properties=species:S:1:pos:R:3:forces:R:3
Ti -0.1797 -0.2138 -1.4788 0.13 -0.57 -1.64
P -0.9412 2.1119 -1.6956 -0.09 1.37 0.53
P 0.5366 -2.5600 -1.1740 0.65 -1.00 0.79
N -0.3150 -0.5000 -3.7368 -0.22 -0.02 0.75
C -1.2148 1.8239 -3.4962 -0.19 0.18 -0.41
H -2.1003 2.4150 -3.7701 0.27 -0.05 -0.10
H -0.3541 2.2639 -4.0214 -0.24 -0.22 0.07
C -1.4541 0.3970 -4.0011 -0.81 0.19 -0.93
H -2.3871 -0.0534 -3.5871 0.69 0.38 -0.18
H -1.5740 0.4637 -5.1083 -0.30 -0.05 0.70
C -0.6790 -1.9294 -3.7519 -0.46 -0.79 -0.77
H -0.6578 -2.2653 -4.8155 -0.29 -0.01 0.69
H -1.7231 -2.0520 -3.3807 0.78 0.07 -0.15
C 0.3227 -2.8049 -2.9876 -0.02 -0.31 -0.44
H 1.3203 -2.7156 -3.4447 -0.36 0.04 0.04
H -0.0027 -3.8476 -3.1193 0.21 0.22 -0.10
C -0.4753 -3.9670 -0.4641 -0.30 0.26 -0.10
C -0.7125 -3.8262 1.0406 -0.08 0.13 0.29
H -1.2706 -4.6990 1.4181 0.19 0.28 -0.17
H -1.3052 -2.9339 1.2691 0.12 -0.21 -0.11
H 0.2270 -3.7631 1.6095 -0.27 -0.08 -0.16
C 2.3316 -3.0258 -0.8900 -0.02 0.04 -0.47
C 2.6696 -3.2897 0.5798 0.21 0.10 0.14
H 3.7606 -3.2192 0.7175 -0.29 -0.07 -0.06
H 2.3734 -4.2988 0.9037 0.00 0.36 -0.14
H 2.2082 -2.5590 1.2533 0.04 -0.27 -0.17
C 0.2283 3.5790 -1.6840 0.01 -0.16 -0.41
C 0.3521 4.2510 -0.3157 0.18 0.07 0.17
H 1.2391 4.9044 -0.3138 -0.28 -0.15 -0.03
H 0.4863 3.5238 0.4919 -0.13 0.20 -0.21
H -0.5137 4.8850 -0.0716 0.22 -0.26 -0.14
C -2.6049 2.7636 -1.1322 -0.05 -0.41 -0.08
C -2.7409 2.7815 0.3926 0.01 -0.04 0.23
H -3.6892 3.2640 0.6788 0.29 -0.16 -0.12
H -1.9271 3.3402 0.8740 -0.26 -0.08 -0.16
H -2.7507 1.7661 0.8044 0.02 0.18 -0.11
C -1.7468 -0.6043 -0.4368 -3.09 -0.66 2.26
O -2.6238 -0.7953 0.3580 2.35 0.47 -2.25
C 2.8964 -4.1552 -1.7623 0.28 -0.07 0.08
H 2.5394 -5.1413 -1.4436 0.08 0.31 -0.12
H 2.6830 -4.0319 -2.8269 0.07 -0.08 0.17
H 3.9886 -4.1565 -1.6483 -0.20 -0.05 -0.08
C 0.0209 4.6414 -2.7703 0.13 0.23 0.02
H 0.9018 5.2969 -2.7737 -0.18 -0.10 -0.06
H -0.0738 4.2238 -3.7757 0.00 0.13 0.14
H -0.8494 5.2759 -2.5693 0.25 -0.21 -0.08
C -3.0359 4.1092 -1.7209 -0.23 0.13 -0.04
H -4.0996 4.2618 -1.4844 0.28 -0.06 -0.07
H -2.4938 4.9539 -1.2763 -0.08 -0.27 -0.12
H -2.9448 4.1585 -2.8115 0.05 0.05 0.20
C 0.0044 -5.3833 -0.7936 -0.08 -0.25 -0.03
H 0.8927 -5.6714 -0.2153 -0.23 0.16 -0.18
H -0.7921 -6.0896 -0.5126 0.21 0.22 -0.09
H 0.2042 -5.5422 -1.8593 0.05 0.02 0.21
H -1.4473 -3.8131 -0.9641 0.16 -0.04 0.09
H -3.2909 1.9882 -1.5161 0.11 0.15 0.08
H 2.8321 -2.0860 -1.1923 -0.01 -0.26 0.06
H 1.1839 3.0658 -1.8964 -0.13 0.19 0.04
H 0.3174 -0.3777 -4.5227 0.45 0.24 0.54
H 0.2816 0.2905 0.1756 1.08 0.70 3.58
C 2.7114 0.5842 1.2221 0.39 0.06 -0.15
P 0.9739 0.4385 1.5720 -1.55 -0.25 -1.24
C 0.6372 -0.9171 2.6770 0.16 -0.24 0.32
C 1.7801 -1.4253 3.3241 -0.15 0.24 -0.26
C 1.6448 -2.3500 4.3454 -0.19 0.01 0.01
C 0.3671 -2.7192 4.7770 0.22 0.02 -0.07
C -0.7712 -2.1665 4.1850 -0.09 0.01 -0.13
C -0.6500 -1.2787 3.1194 0.19 0.14 -0.08
C 0.3651 1.8897 2.3957 0.11 0.43 0.34
C 1.3274 2.8781 2.6807 -0.16 -0.44 -0.06
C 1.0104 3.9197 3.5351 -0.13 0.11 0.04
C -0.2636 3.9899 4.1079 0.16 -0.09 -0.20
C -1.2198 3.0075 3.8338 -0.08 -0.09 -0.15
C -0.9169 1.9493 2.9809 0.41 -0.03 0.00
H 3.0777 -0.3412 0.7557 -0.09 0.21 0.22
H 3.2278 0.7820 2.1761 -0.01 -0.07 -0.52
H 2.8652 1.4164 0.5216 0.00 -0.17 0.23
H 2.7724 -1.0720 3.0275 -0.36 -0.42 0.21
H 2.5468 -2.7603 4.7892 -0.25 0.00 0.11
H 0.2693 -3.4414 5.5857 -0.04 0.19 -0.16
H -1.7686 -2.4360 4.5447 0.41 0.06 -0.15
H -1.5449 -0.8706 2.6387 0.36 -0.30 0.17
H 2.3275 2.7950 2.2483 -0.37 0.29 0.22
H 1.7705 4.6677 3.7451 -0.24 -0.06 0.06
H -0.5079 4.8158 4.7717 0.03 -0.19 -0.09
H -2.2136 3.0562 4.2865 0.39 0.03 -0.13
H -1.6493 1.1597 2.7990 0.22 0.44 0.05
```
Forces are in eV/Å.

Kohn-Sham gap (alpha / beta), eV: 6.17 / 5.85
Multiplicity: 2
Maximum force, eV/Å: 3.89
Charge: +2
Highest occupied orbital energy (alpha / beta), eV: -12.3 / -11.9

These are the Löwdin partial charges, in e, on atoms 1 to 4: atom 1 (Ti): 0.30, atom 2 (P): 0.99, atom 3 (P): 0.99, atom 4 (N): -0.15

---

Which formula does entry 3 have? C30H51NOP3Ti